(1)
Below is 2 unconnected molecules or ions with the total composition C3H9NO2S at a distorted geometry, with properties calculated with wB97M-V/def2-TZVPD.

Last column: natural (NBO) charge in e.
Cartesian coordinates (Å):
S1 2.970 -0.531 1.445  -0.0426
O1 -1.702 -2.079 2.033  -0.5851
O2 -1.433 3.727 -3.823  -0.9330
N1 -1.626 -0.433 0.459  -0.8416
C1 1.254 -0.311 0.793  -0.5107
C2 0.420 -1.588 1.052  -0.5228
C3 -1.086 -1.411 1.242  0.6801
H1 -1.127 4.577 -3.469  0.4665
H2 2.987 -1.855 1.296  0.1194
H3 0.818 -2.018 1.961  0.2463
H4 1.426 -0.065 -0.252  0.2084
H5 -2.457 0.135 0.551  0.4117
H6 0.763 0.574 1.203  0.2251
H7 -0.672 3.479 -4.386  0.4666
H8 -1.036 -0.011 -0.248  0.3791
H9 0.501 -2.190 0.142  0.2326

Spin multiplicity: 1
HOMO: -9.30 eV
HOMO-LUMO gap: 9.75 eV

=====

(2)
Below is a molecular structure, C36H49ClLaN6O4S at a distorted geometry, with properties calculated with wB97M-V/def2-TZVPD.

Last column: Mulliken charge in e.
Cartesian coordinates (Å):
La1 -0.465 1.414 0.160  1.3529
Cl1 2.848 -3.530 -2.564  -0.2222
S1 2.608 0.223 0.004  -0.1932
O1 -4.215 0.744 -2.360  -0.6530
O2 -0.039 3.487 0.672  -0.4128
O3 -0.054 -0.102 1.780  -0.0831
O4 -2.292 0.710 -1.100  0.4356
N1 -4.683 -1.247 1.312  0.7783
N2 4.475 0.504 -1.828  0.0376
N3 -0.185 -3.138 0.162  1.1838
N4 -2.734 2.632 1.264  0.2268
N5 4.472 2.067 -0.034  -0.0372
N6 -0.227 2.441 -2.603  -0.4904
C1 2.455 -2.533 4.142  -0.8578
C2 -2.388 6.278 0.482  -0.7094
C3 -1.458 7.285 0.149  -0.5428
C4 -3.755 -2.372 1.295  -1.8437
C5 6.725 0.348 -2.604  -1.0391
C6 -5.722 -1.066 0.296  -1.1233
C7 -2.932 3.892 1.145  -0.6689
C8 0.623 -0.939 2.544  0.2673
C9 1.888 -3.049 3.016  -0.7598
C10 1.630 -5.750 -3.246  -0.7463
C11 -0.077 7.069 0.372  -0.4681
C12 -2.285 1.450 -3.489  -0.8432
C13 0.908 -3.021 0.907  -0.7240
C14 -0.118 -2.945 -1.297  -0.6232
C15 -0.886 -5.237 -2.146  -0.2513
C16 0.108 -4.240 -2.045  0.2866
C17 1.373 -4.535 -2.559  0.4306
C18 -2.328 -2.057 0.809  2.8296
C19 1.032 -0.564 3.875  -0.7923
C20 5.421 1.273 2.282  -1.1455
C21 -3.711 0.740 2.538  0.6865
C22 4.420 2.088 1.408  -0.7224
C23 -0.656 -6.379 -2.841  -0.8868
C24 -0.757 1.379 -3.482  -0.4478
C25 0.583 -6.659 -3.396  -0.4934
C26 -1.958 4.967 0.892  0.4932
C27 5.480 1.168 -2.607  -0.5393
C28 -4.730 -0.393 2.504  -1.6249
C29 -0.539 4.690 0.851  0.3382
C30 0.371 5.797 0.770  -0.7406
C31 1.039 -2.332 2.161  0.8000
C32 -2.995 0.913 -2.245  0.0620
C33 -3.934 1.793 1.420  -0.2665
C34 3.993 0.920 -0.618  -0.1666
C35 -1.519 -3.366 0.683  -1.5515
C36 2.001 -1.268 4.552  -0.3996
H1 -6.078 -0.012 0.345  0.3346
H2 1.406 5.534 0.914  0.3403
H3 5.161 1.196 -3.655  0.3002
H4 7.549 0.859 -3.097  0.3447
H5 -3.797 1.208 3.523  0.4587
H6 5.237 0.149 2.220  0.1880
H7 -1.463 -3.854 1.653  0.4150
H8 6.460 1.627 2.124  0.3510
H9 2.128 -4.088 2.680  0.3136
H10 5.538 2.221 -2.261  0.3019
H11 5.395 2.334 -0.378  0.2463
H12 5.181 1.515 3.344  0.3935
H13 -5.734 0.034 2.639  0.5131
H14 -4.551 -1.053 3.375  0.3894
H15 6.565 -0.546 -3.221  0.3127
H16 -2.696 0.304 2.471  -0.4909
H17 -1.878 -5.129 -1.722  0.3389
H18 -2.370 -1.547 -0.155  -0.4364
H19 7.044 -0.024 -1.611  0.2744
H20 3.404 1.811 1.667  0.4121
H21 1.824 -3.509 0.567  0.3765
H22 -1.834 -1.450 1.560  -0.9041
H23 -0.319 1.465 -4.476  0.4369
H24 -1.460 -7.077 -2.925  0.4196
H25 4.560 3.121 1.753  0.4437
H26 -0.814 3.261 -2.670  0.1845
H27 -2.069 -4.053 -0.004  -0.2589
H28 0.710 -7.553 -3.936  0.4089
H29 4.145 -0.388 -2.166  0.1260
H30 0.577 0.344 4.318  0.3422
H31 0.685 2.752 -2.922  0.2008
H32 -3.450 6.409 0.289  0.3373
H33 -6.580 -1.740 0.483  0.2915
H34 -2.648 2.480 -3.671  0.3479
H35 -3.961 4.232 1.433  0.0790
H36 0.664 -2.212 -1.560  0.5136
H37 2.419 -0.877 5.489  0.3587
H38 2.598 -5.832 -3.751  0.3922
H39 -5.373 -1.226 -0.744  0.3429
H40 -3.656 -2.786 2.350  0.2250
H41 -1.072 -2.508 -1.647  0.2206
H42 -4.048 1.303 0.442  -0.6355
H43 -4.255 -3.103 0.638  0.4164
H44 -4.800 2.466 1.681  0.4617
H45 -2.667 0.874 -4.362  0.2802
H46 0.564 7.925 0.179  0.3391
H47 -0.442 0.430 -3.093  0.0277
H48 3.204 -3.087 4.687  0.4305
H49 -1.813 8.248 -0.181  0.3554

Spin multiplicity: 1
HOMO (spin up / spin down): -3.33 / -0.49 eV
Total charge: -1
HOMO-LUMO gap (spin up / spin down): 4.98 / 2.16 eV

=====

(3)
Below is a gas-phase ion, C7H12N2P (charge +1) at a distorted geometry, with properties calculated with wB97M-V/def2-TZVPD.

Last column: natural (NBO) charge in e.
Cartesian coordinates (Å):
P1 -1.589 2.198 0.843  0.7261
N1 0.439 2.943 -1.028  -0.5262
N2 0.878 0.763 -0.508  -0.4128
C1 0.687 -2.019 0.821  -0.6089
C2 -0.115 1.111 1.525  -0.7408
C3 1.230 1.904 -0.922  0.3508
C4 0.208 0.254 0.366  0.4857
C5 -0.485 -1.077 0.369  -0.3011
C6 -0.986 -1.316 -1.055  -0.6050
C7 -0.780 3.065 -0.389  -0.4034
H1 0.673 1.608 1.957  0.2516
H2 -0.125 -1.576 -1.668  0.2236
H3 2.218 2.038 -1.273  0.2167
H4 0.400 -3.092 1.037  0.2505
H5 -1.469 -0.315 -1.411  0.2034
H6 -1.839 -2.081 -1.109  0.2466
H7 -1.339 3.908 -0.781  0.2517
H8 0.999 -1.656 1.724  0.2090
H9 -0.538 0.555 2.295  0.2474
H10 -1.389 -1.128 0.972  0.2463
H11 0.764 3.645 -1.793  0.4539
H12 1.532 -2.163 0.086  0.2350

Spin multiplicity: 1
HOMO: -13.42 eV
Total charge: +1
HOMO-LUMO gap: 8.80 eV

=====

(4)
Below is a molecular structure, C42H50BrN4O2V at a distorted geometry, with properties calculated with wB97M-V/def2-TZVPD.

Last column: Mulliken spin population.
Cartesian coordinates (Å):
Br1 0.275 0.943 2.265  0.0227
V1 -0.402 0.007 -0.228  0.6862
O1 3.472 -1.629 -3.511  0.0004
O2 -0.303 -0.299 -2.077  0.0140
N1 -1.753 1.387 -0.036  -0.0066
N2 -1.504 -1.453 0.410  -0.0371
N3 1.993 -0.300 -1.590  0.0024
N4 1.463 -0.107 -0.283  0.1095
C1 5.149 1.371 4.110  0.0399
C2 2.190 0.726 1.894  -0.0002
C3 -0.805 -4.685 2.049  0.0045
C4 4.397 0.725 3.106  -0.0513
C5 3.002 1.050 2.966  0.1585
C6 -2.410 -5.065 0.351  0.0056
C7 1.894 -0.501 -6.576  0.0004
C8 1.414 3.501 -0.583  0.0011
C9 -2.978 3.338 0.790  0.0228
C10 6.414 -0.525 2.561  -0.0263
C11 -1.718 -5.530 1.449  -0.0090
C12 0.302 3.546 -2.848  0.0001
C13 0.286 -2.479 3.821  -0.0015
C14 -2.436 5.520 -0.111  0.0153
C15 -3.221 4.703 0.681  -0.0135
C16 -1.080 3.607 -0.718  0.0224
C17 0.182 3.097 -1.391  -0.0100
C18 5.078 -0.240 2.338  0.0528
C19 -4.445 -3.385 -1.540  -0.0007
C20 -3.724 2.567 1.865  0.0004
C21 2.434 0.321 0.603  -0.0139
C22 2.528 -1.106 -4.337  -0.0018
C23 -2.195 -2.655 -2.477  0.0041
C24 -0.659 -3.369 1.639  0.0171
C25 -1.954 2.758 0.006  -0.0077
C26 -1.351 4.966 -0.770  -0.0114
C27 1.278 -0.692 -3.869  0.0006
C28 1.803 -3.088 1.902  0.0008
C29 2.830 -1.010 -5.691  -0.0008
C30 7.136 0.134 3.546  0.0469
C31 -3.430 3.162 3.244  0.0002
C32 -2.708 -0.842 0.058  0.0088
C33 -2.818 0.500 -0.162  -0.0315
C34 0.915 -0.868 -2.412  0.0029
C35 6.481 1.085 4.323  -0.0242
C36 -1.488 -2.850 0.613  -0.0110
C37 -2.294 -3.758 -0.125  -0.0033
C38 -5.231 2.516 1.616  0.0056
C39 -2.926 -3.583 -1.514  -0.0007
C40 0.354 -0.181 -4.770  0.0017
C41 0.653 -0.079 -6.120  -0.0001
C42 0.426 -2.554 2.301  0.0102
H1 2.584 -2.487 2.370  0.0001
H2 1.097 2.992 -3.352  0.0002
H3 0.121 2.008 -1.412  -0.0078
H4 -5.732 1.951 2.403  0.0001
H5 -3.570 -1.463 -0.122  -0.0084
H6 -0.732 -2.219 4.112  -0.0005
H7 -2.782 -4.583 -1.943  -0.0002
H8 -0.187 -5.047 2.862  0.0002
H9 4.657 2.116 4.724  0.0012
H10 7.019 1.608 5.105  -0.0013
H11 0.892 -1.952 -2.182  -0.0029
H12 -1.848 -6.548 1.795  -0.0008
H13 -3.861 2.537 4.028  -0.0001
H14 -2.336 -1.598 -2.272  -0.0021
H15 1.930 -4.127 2.213  -0.0001
H16 2.562 1.627 3.767  0.0138
H17 6.897 -1.281 1.953  -0.0014
H18 0.363 -1.542 1.920  -0.0222
H19 0.544 4.608 -2.921  -0.0001
H20 -3.044 -5.749 -0.203  0.0000
H21 -3.763 0.887 -0.537  0.0022
H22 8.183 -0.086 3.706  0.0045
H23 -4.022 5.140 1.267  -0.0003
H24 3.805 -1.339 -6.026  0.0000
H25 -3.852 4.164 3.346  -0.0002
H26 1.352 3.151 0.448  0.0004
H27 -4.764 -2.394 -1.220  -0.0003
H28 -1.123 -2.846 -2.457  -0.0012
H29 4.540 -0.796 1.584  0.0053
H30 -5.659 3.520 1.601  0.0002
H31 0.541 -3.431 4.294  -0.0002
H32 3.440 0.442 0.217  0.0176
H33 0.960 -1.719 4.220  0.0015
H34 -2.551 -2.851 -3.491  0.0000
H35 3.219 -1.420 -2.589  -0.0027
H36 1.943 -3.035 0.821  0.0005
H37 -2.638 6.581 -0.177  0.0016
H38 -0.625 3.368 -3.393  -0.0001
H39 -4.811 -3.522 -2.559  0.0000
H40 2.327 3.086 -1.019  0.0016
H41 -0.692 5.606 -1.344  -0.0001
H42 1.511 4.589 -0.569  0.0002
H43 2.241 0.622 -1.967  0.0050
H44 -2.356 3.233 3.414  0.0000
H45 -5.462 2.046 0.660  -0.0013
H46 -0.077 0.324 -6.810  0.0000
H47 -3.351 1.544 1.878  0.0023
H48 -0.605 0.132 -4.380  0.0006
H49 -4.942 -4.117 -0.902  -0.0003
H50 2.139 -0.431 -7.628  0.0001

Spin multiplicity: 2
HOMO (spin up / spin down): -3.04 / -2.95 eV
Total charge: -1
HOMO-LUMO gap (spin up / spin down): 5.56 / 5.42 eV

=====

(5)
Below is C4H5N in the gas phase at a distorted geometry, with properties calculated with wB97M-V/def2-TZVPD.

Last column: natural (NBO) charge in e.
Cartesian coordinates (Å):
N1 2.789 -0.589 -0.250  -0.3255
C1 0.540 0.676 0.158  -0.5605
C2 -0.387 -0.420 0.353  -0.1645
C3 -1.565 -0.308 -0.324  -0.3877
C4 1.842 0.118 -0.107  0.2871
H1 0.158 1.272 -0.701  0.2565
H2 -0.008 -1.325 0.872  0.2297
H3 -2.254 -1.117 -0.160  0.2064
H4 0.729 1.108 1.086  0.2561
H5 -1.843 0.586 -0.926  0.2024

Spin multiplicity: 1
HOMO: -10.29 eV
HOMO-LUMO gap: 11.23 eV

=====

(6)
Below is a molecular structure, C11H15NPTi at a distorted geometry, with properties calculated with wB97M-V/def2-TZVPD.

Last column: Mulliken spin population.
Cartesian coordinates (Å):
Ti1 0.414 -0.203 0.564  1.2109
P1 -1.259 -1.924 -0.683  0.0157
N1 -1.532 0.572 1.054  0.1257
C1 2.381 1.395 0.879  0.0031
C2 -3.859 1.159 0.995  -0.0674
C3 2.502 -0.392 -0.836  0.0500
C4 1.020 1.606 0.705  -0.0143
C5 -5.084 1.947 3.083  -0.0394
C6 -2.604 1.507 2.992  0.0192
C7 -3.845 1.532 2.347  0.3802
C8 -2.695 0.739 0.369  0.2136
C9 3.110 0.475 0.098  -0.0411
C10 -1.476 1.055 2.326  0.1071
C11 1.173 -0.308 -1.242  -0.0796
H1 -2.140 -1.349 -1.644  0.0055
H2 -4.839 2.268 4.104  -0.0027
H3 -2.460 1.849 4.020  0.0176
H4 -2.174 -2.851 -0.116  -0.0016
H5 0.854 -0.785 -2.171  -0.0017
H6 -5.798 1.113 3.150  0.0251
H7 0.520 2.469 1.139  -0.0058
H8 3.189 -1.093 -1.333  0.0038
H9 -2.680 0.514 -0.700  0.0130
H10 -0.482 1.089 2.798  0.0354
H11 -5.589 2.777 2.572  0.0246
H12 2.947 2.016 1.588  -0.0040
H13 -4.770 1.182 0.400  0.0089
H14 -0.634 -2.771 -1.628  -0.0022
H15 4.194 0.437 0.222  0.0005

Spin multiplicity: 3
HOMO (spin up / spin down): -0.82 / -2.97 eV
Total charge: -1
HOMO-LUMO gap (spin up / spin down): 4.02 / 6.04 eV